{
  "formula": "C5H5Br2NO2",
  "method": "ωB97M-V/def2-TZVPD",
  "symbols": ["C", "C", "C", "C", "C", "N", "O", "O", "Br", "Br", "H", "H", "H", "H", "H"],
  "positions_angstrom": [[1.7773, -0.7515, -0.2330], [2.9395, -0.3924, -0.0994], [0.5922, -1.1331, 0.4973], [-0.4206, 0.5571, -0.8447], [-1.6817, -0.3547, 0.9867], [-0.5023, -0.3818, 0.1080], [0.5280, -2.0556, 1.2533], [-1.5686, 1.2003, -1.1537], [0.8797, 2.2348, -0.1278], [4.5677, 0.3443, -0.3798], [0.3386, 0.1073, -1.5313], [-1.5149, 0.3737, 1.6898], [-2.5746, -0.1285, 0.2722], [-1.9278, -1.4849, 1.3093], [-1.4326, 1.8652, -1.7470]],
  "spin_multiplicity": 1,
  "orbital_gap_ev": 9.23,
  "energy_ha": -5546.668893,
  "smiles": "CN(C(=O)C#CBr)[C@@H](O)Br"
}


{
  "formula": "C5H5BrN2O2",
  "method": "ωB97M-V/def2-TZVPD",
  "symbols": ["C", "C", "C", "C", "C", "N", "N", "O", "O", "Br", "H", "H", "H", "H", "H"],
  "positions_angstrom": [[2.2088, -0.1679, 0.3082], [2.6430, 0.9780, 0.0255], [0.7889, -0.2884, 1.1783], [-2.1514, 3.1855, -0.0205], [-1.9358, -0.9395, -0.5493], [-0.3113, -0.0614, 0.6746], [-1.1097, 0.1500, -0.2295], [-2.6330, 3.2075, -1.0525], [-1.8077, 3.1872, 1.0652], [-3.9081, -0.7837, 0.2047], [2.4354, -1.1869, -0.0242], [2.5762, 1.9977, 0.1931], [1.1761, -0.4126, 2.2272], [-2.1239, -0.9303, -1.7311], [-1.5543, -1.8537, -0.1658]],
  "spin_multiplicity": 1,
  "orbital_gap_ev": [7.85, 7.34],
  "energy_ha": -3027.320837
}